(1)
61
Properties=species:S:1:pos:R:3:mulliken_spin:R:1 method="wB97M-V/def2-TZVPD" s2=0.7691 de_lowest_kcal_mol=0.0 lumo_ha="0.017 / -0.071" total_energy_ha=-2725.865544 spin_multiplicity=2
Cu -0.15 0.11 1.01 0.1645
C -0.38 -0.59 -0.88 0.1046
C 0.69 0.32 -0.83 0.3107
C 0.09 1.65 -1.21 0.1326
C -1.24 1.43 -1.50 -0.0821
C -1.58 0.08 -1.30 0.0785
C -2.95 -0.52 -1.39 0.0660
C -3.56 -0.18 -2.76 0.0449
C -3.82 0.10 -0.28 0.0318
C -2.92 -2.03 -1.20 0.0196
C 0.66 3.06 -1.07 0.0424
C 1.01 3.31 0.41 0.0343
C -0.39 4.10 -1.47 0.0051
C 1.87 3.30 -1.97 0.0228
C 2.15 -0.17 -0.85 -0.0173
C 3.08 0.60 0.10 0.0202
C 2.66 -0.11 -2.29 0.0166
C 2.21 -1.64 -0.40 -0.0050
H -0.28 -1.67 -0.85 0.0128
H -1.96 2.19 -1.75 0.0013
H -3.63 0.89 -2.91 0.0010
H -4.57 -0.60 -2.82 0.0009
H -2.96 -0.60 -3.57 -0.0020
H -3.90 1.18 -0.39 -0.0027
H -3.41 -0.11 0.71 -0.0019
H -4.83 -0.31 -0.32 0.0040
H -2.32 -2.52 -1.97 -0.0023
H -3.93 -2.44 -1.26 -0.0002
H -2.51 -2.31 -0.23 -0.0016
H 0.11 3.23 1.03 0.0013
H 1.41 4.32 0.52 0.0010
H 1.74 2.61 0.79 -0.0064
H -1.27 4.05 -0.83 -0.0004
H -0.71 3.99 -2.51 0.0005
H 0.04 5.09 -1.36 0.0001
H 2.73 2.70 -1.71 -0.0036
H 2.17 4.35 -1.89 0.0013
H 1.63 3.11 -3.02 0.0002
H 3.21 1.64 -0.17 0.0022
H 4.06 0.13 0.07 -0.0012
H 2.72 0.55 1.13 -0.0036
H 2.63 0.90 -2.70 -0.0088
H 2.06 -0.75 -2.94 0.0040
H 3.69 -0.46 -2.33 0.0026
H 1.79 -1.79 0.60 0.0004
H 3.25 -1.95 -0.37 0.0006
H 1.70 -2.31 -1.09 -0.0002
O -0.38 0.17 4.99 0.0055
C -0.29 -0.28 3.87 -0.0012
O -0.47 0.42 2.79 0.0073
C 0.06 -1.73 3.67 -0.0001
C 0.94 -2.34 4.55 -0.0001
C 1.31 -3.67 4.38 -0.0001
C 0.77 -4.41 3.34 -0.0001
C -0.14 -3.83 2.48 -0.0007
C -0.49 -2.49 2.64 0.0005
H 1.33 -1.75 5.37 -0.0001
H 2.01 -4.12 5.07 0.0000
H 1.04 -5.45 3.22 0.0000
H -0.59 -4.41 1.68 0.0000
H -1.22 -2.05 1.97 -0.0004

***

(2)
58
Properties=species:S:1:pos:R:3:mulliken_charge:R:1 method="wB97M-V/def2-TZVPD" de_lowest_kcal_mol=0.0 lumo_ha=0.007 total_energy_ha=-1396.191733
C -0.03 -0.48 -0.03 0.9408
N 0.02 0.84 -0.64 1.7829
C -1.06 1.60 -0.99 0.2531
O -2.26 1.04 -0.96 -0.6838
O -0.90 2.73 -1.45 -0.7357
C 1.15 -1.36 -0.47 -0.4262
C 2.53 -0.77 -0.18 -0.7270
C 2.75 -0.36 1.27 -0.7220
H -0.96 -1.02 -0.37 -0.5018
H -0.05 -0.40 1.08 -0.4886
H 1.00 1.24 -0.65 -0.4436
H -2.59 0.56 -0.04 0.3233
H 1.06 -2.32 0.06 0.4031
H 1.05 -1.61 -1.53 0.0797
H 2.70 0.08 -0.89 0.2356
H 3.27 -1.53 -0.46 0.4286
H 3.81 -0.03 1.44 0.3807
H 2.44 -1.19 1.92 0.2852
H 2.12 0.50 1.55 -0.1074
H -1.64 -0.39 -3.36 0.4718
H -2.63 -0.01 -2.28 0.4390
O -2.48 -0.69 -2.99 -0.8789
H -0.43 -3.05 -2.71 0.4168
H 0.22 -3.51 -4.08 0.2950
O 0.36 -2.97 -3.30 -0.7241
H 0.41 -1.03 -3.65 0.4254
H 0.28 0.10 -2.61 0.1907
O 0.11 -0.12 -3.56 -0.8393
H 0.41 -3.23 2.63 0.2851
H -0.29 -1.88 3.00 0.3712
O -0.43 -2.76 2.58 -0.6977
H -2.61 -3.54 -2.07 0.2953
H -2.17 -2.07 -2.24 0.5278
O -1.90 -2.96 -1.81 -0.8732
H -2.19 -2.78 -0.11 0.4415
H -1.74 -2.76 1.40 0.4408
O -2.50 -2.62 0.82 -0.8331
H 0.61 2.63 2.19 0.3466
H 0.55 2.73 3.71 0.2398
O 0.22 2.15 3.01 -0.6707
H -3.04 -1.09 0.98 0.4860
H -2.91 0.27 1.85 0.4661
O -3.23 -0.10 1.01 -0.7375
H -1.46 1.64 3.00 0.4307
H -2.90 1.72 3.64 0.2828
O -2.25 1.10 3.25 -0.7335
H 0.54 3.73 0.36 0.3099
H 1.98 3.36 0.65 0.4464
O 1.15 3.69 1.10 -0.7773
H -0.96 -0.16 4.20 0.3800
H 0.21 0.40 3.44 0.3317
O -0.09 -0.41 3.88 -0.7347
H 1.82 2.41 -3.35 0.3175
H 1.08 3.28 -2.31 0.3446
O 1.90 3.16 -2.76 -0.7566
H 2.79 2.78 -1.32 0.3687
H 4.06 2.80 -0.43 0.2656
O 3.13 2.63 -0.42 -0.6372